Entry 1:
{
  "formula": "C22H16Cl2O4S",
  "method": "the ωB97M-V functional and the def2-TZVPD basis",
  "elements": ["O", "C", "O", "C", "C", "C", "C", "C", "C", "C", "O", "C", "C", "C", "C", "O", "C", "C", "C", "C", "Cl", "C", "C", "C", "C", "C", "C", "Cl", "S", "H", "H", "H", "H", "H", "H", "H", "H", "H", "H", "H", "H", "H", "H", "H", "H"],
  "xyz": [[-0.520, 1.116, 2.721], [-0.913, 0.953, 1.551], [-2.244, 0.762, 1.259], [-2.585, 0.447, -0.042], [-3.904, 0.189, -0.348], [-4.327, -0.133, -1.599], [-3.366, -0.206, -2.648], [-2.016, 0.063, -2.413], [-1.623, 0.345, -1.091], [-0.211, 0.603, -0.749], [0.734, 0.593, -1.778], [0.184, 0.905, 0.534], [1.645, 1.098, 0.974], [2.539, -0.139, 0.787], [2.065, -1.401, 1.579], [3.106, -2.341, 1.558], [0.768, -2.092, 1.105], [-0.296, -2.279, 2.009], [-1.516, -2.819, 1.596], [-1.719, -3.153, 0.257], [-3.215, -3.888, -0.347], [-0.646, -3.039, -0.642], [0.597, -2.563, -0.207], [2.286, 2.270, 0.261], [1.575, 3.427, 0.090], [2.264, 4.403, -0.723], [3.497, 3.978, -1.112], [4.531, 5.030, -2.030], [3.876, 2.348, -0.546], [-4.694, 0.312, 0.412], [-5.370, -0.430, -1.755], [-3.762, -0.505, -3.624], [-1.311, -0.064, -3.250], [1.525, 1.083, -1.554], [1.711, 1.341, 2.027], [3.536, 0.098, 1.119], [2.629, -0.430, -0.253], [1.905, -1.097, 2.630], [2.797, -3.152, 2.012], [-0.258, -2.013, 3.056], [-2.307, -2.957, 2.328], [-0.802, -3.283, -1.728], [1.437, -2.388, -0.898], [0.588, 3.651, 0.457], [1.810, 5.357, -0.986]],
  "forces_ev_per_angstrom": [[-2.18, -0.22, -1.94], [3.00, 0.02, 2.37], [0.98, 0.06, -0.58], [1.23, -0.22, -1.26], [-1.37, 0.65, 1.82], [1.05, -0.65, -1.65], [-0.94, -0.08, 0.33], [-1.05, -0.66, 0.03], [0.79, 0.49, 0.46], [1.80, 0.91, 0.23], [-2.25, -0.73, 0.38], [-1.83, -0.51, -1.04], [0.66, -0.56, -0.44], [-1.13, -1.43, 0.27], [-0.83, 0.34, 0.35], [0.66, -0.93, 0.05], [-0.50, 0.19, 0.42], [-0.11, -0.13, -0.72], [-0.30, -0.09, -0.35], [0.77, -0.41, -0.29], [0.61, 0.56, 0.50], [0.00, -0.07, -0.87], [-0.02, 0.88, 0.12], [-0.78, 0.98, -0.45], [1.42, 0.54, -1.11], [-0.16, -0.68, 0.54], [-0.51, 0.29, 0.14], [0.12, -0.75, 0.21], [-1.24, 0.92, 0.16], [0.74, -0.20, -0.06], [0.48, 0.36, -0.11], [0.55, 0.20, 0.21], [-0.14, 0.32, 0.77], [0.23, 0.30, 0.47], [-0.56, -0.03, 0.28], [0.43, 0.06, 0.33], [-0.04, 0.00, -0.39], [-0.17, 0.13, -0.30], [0.25, 0.68, -0.41], [0.43, 0.27, 0.03], [0.06, 0.01, -0.19], [0.19, 0.13, 1.31], [-0.61, -0.36, 0.13], [-0.16, -0.40, 0.21], [0.40, -0.19, 0.02]],
  "nbo_charge": [-0.608, 0.761, -0.462, 0.388, -0.274, -0.178, -0.215, -0.174, -0.212, 0.482, -0.697, -0.235, -0.290, -0.408, 0.103, -0.715, -0.068, -0.213, -0.228, -0.027, -0.012, -0.253, -0.149, -0.190, -0.242, -0.266, -0.244, 0.042, 0.418, 0.232, 0.226, 0.219, 0.243, 0.503, 0.274, 0.229, 0.205, 0.167, 0.477, 0.230, 0.231, 0.235, 0.219, 0.236, 0.238],
  "homo_lumo_gap_ev": 8.514,
  "relative_energy_kcal_mol": 3.62,
  "lumo_ev": 0.0
}

Entry 2:
{
  "formula": "C22H16Cl3N17SSeSiW",
  "method": "the ωB97M-V functional and the def2-TZVPD basis",
  "elements": ["W", "C", "C", "N", "N", "C", "N", "S", "C", "C", "C", "C", "C", "N", "H", "H", "H", "H", "H", "H", "H", "H", "H", "Se", "N", "C", "C", "C", "C", "C", "N", "C", "C", "N", "C", "C", "C", "C", "C", "N", "H", "H", "H", "H", "H", "H", "N", "C", "N", "N", "N", "N", "C", "N", "N", "N", "N", "H", "Cl", "Si", "Cl", "Cl"],
  "xyz": [[-0.294, 0.264, 0.238], [-0.449, -0.130, 4.692], [-0.673, 0.253, 3.274], [-0.116, -0.406, 2.312], [0.625, -1.499, 2.739], [1.686, -1.667, 2.011], [2.586, -2.600, 2.345], [1.992, -0.739, 0.578], [-1.480, 1.408, 2.875], [-2.156, 2.200, 3.786], [-2.952, 3.243, 3.336], [-3.059, 3.443, 1.976], [-2.344, 2.627, 1.118], [-1.543, 1.641, 1.538], [0.622, -0.096, 4.897], [-0.768, -1.160, 4.848], [-0.966, 0.517, 5.390], [2.545, -2.999, 3.270], [3.428, -2.724, 1.810], [-2.072, 2.006, 4.842], [-3.485, 3.869, 4.038], [-3.683, 4.220, 1.558], [-2.446, 2.781, 0.057], [1.751, -4.591, -5.651], [2.045, -2.864, -5.329], [1.534, -2.604, -4.156], [1.597, -1.291, -3.528], [2.336, -0.234, -4.047], [2.423, 0.931, -3.313], [1.724, 1.040, -2.124], [0.935, 0.062, -1.652], [0.926, -1.114, -2.317], [0.294, -2.217, -1.629], [-0.261, -1.925, -0.431], [-0.675, -2.954, 0.323], [-0.612, -4.272, -0.107], [-0.128, -4.560, -1.364], [0.349, -3.511, -2.143], [0.925, -3.700, -3.468], [0.940, -4.851, -4.086], [2.862, -0.358, -4.985], [3.035, 1.759, -3.640], [1.822, 1.926, -1.518], [-1.067, -2.724, 1.298], [-0.963, -5.048, 0.557], [-0.094, -5.572, -1.745], [0.562, 3.833, -0.440], [1.100, 3.199, 0.669], [1.805, 3.842, 1.560], [2.133, 2.889, 2.463], [1.664, 1.757, 2.139], [0.989, 1.885, 0.945], [-0.250, 3.177, -1.273], [-0.740, 3.635, -2.445], [-1.468, 2.679, -2.951], [-1.430, 1.666, -2.149], [-0.670, 1.930, -1.051], [0.798, 4.803, -0.602], [-4.134, 0.848, -1.423], [-2.245, 0.134, -1.598], [-2.285, -1.292, -3.006], [-2.527, -0.764, 0.688]],
  "forces_ev_per_angstrom": [[1.10, 0.16, 0.22], [-0.03, 0.01, -0.02], [0.04, 0.03, -0.07], [-0.35, -0.22, 0.18], [0.05, 0.11, -0.15], [0.00, -0.03, 0.07], [-0.04, -0.03, 0.06], [0.31, -0.02, -0.02], [0.04, -0.05, -0.10], [0.00, -0.01, -0.05], [0.02, -0.02, 0.00], [0.01, 0.00, -0.05], [0.00, 0.00, -0.01], [-0.13, 0.11, 0.33], [0.00, 0.00, -0.01], [0.02, -0.01, 0.01], [0.00, 0.00, 0.01], [0.01, -0.02, -0.01], [0.00, 0.01, -0.01], [0.01, -0.01, 0.00], [0.00, 0.00, 0.00], [-0.01, 0.00, 0.02], [0.02, -0.03, 0.00], [-0.02, 0.18, 0.27], [-0.05, -0.17, -0.11], [0.05, 0.08, -0.02], [-0.05, 0.00, 0.10], [0.01, 0.01, 0.00], [0.00, 0.02, 0.02], [-0.10, -0.11, 0.03], [0.20, 0.04, -0.26], [0.02, -0.03, 0.00], [0.04, 0.01, -0.01], [0.02, -0.26, 0.02], [-0.01, 0.09, -0.10], [-0.03, 0.04, 0.06], [-0.03, -0.02, 0.05], [0.02, 0.11, 0.01], [-0.03, -0.08, 0.06], [0.04, -0.02, -0.20], [-0.01, 0.00, -0.01], [0.00, 0.01, 0.00], [0.01, 0.03, 0.00], [-0.03, -0.01, 0.00], [0.00, -0.02, -0.01], [0.01, 0.00, -0.02], [0.06, -0.03, 0.08], [0.11, 0.20, 0.00], [-0.08, -0.20, -0.04], [-0.02, 0.18, 0.07], [0.00, -0.24, -0.08], [-0.26, 0.14, -0.20], [-0.15, -0.17, -0.08], [0.18, 0.11, 0.11], [-0.14, -0.09, 0.08], [0.17, -0.04, -0.14], [-0.11, 0.43, -0.15], [-0.01, 0.00, -0.02], [-0.06, 0.13, -0.10], [-0.47, -0.22, 0.47], [0.06, -0.07, -0.07], [-0.37, -0.01, -0.20]],
  "nbo_charge": [1.200, -0.677, 0.364, -0.347, -0.406, 0.294, -0.756, 0.102, 0.151, -0.172, -0.099, -0.197, 0.074, -0.456, 0.280, 0.274, 0.234, 0.428, 0.422, 0.254, 0.259, 0.259, 0.218, 1.061, -0.572, 0.091, -0.076, -0.062, -0.216, 0.065, -0.484, 0.275, 0.158, -0.472, 0.082, -0.212, -0.097, 0.005, 0.090, -0.578, 0.270, 0.264, 0.224, 0.245, 0.259, 0.268, -0.567, 0.455, -0.306, -0.003, -0.112, -0.497, 0.511, -0.245, 0.094, -0.348, -0.411, 0.471, -0.287, 1.427, -0.268, -0.200],
  "homo_lumo_gap_ev": 7.287,
  "charge": 2,
  "relative_energy_kcal_mol": 4.63,
  "lumo_ev": -7.0
}

Entry 3:
{
  "formula": "C22H16F6N9O5PtS2",
  "method": "the ωB97M-V functional and the def2-TZVPD basis",
  "elements": ["Pt", "F", "C", "F", "F", "S", "O", "O", "N", "S", "O", "O", "C", "F", "F", "F", "C", "N", "C", "N", "C", "N", "C", "C", "C", "C", "C", "C", "C", "N", "N", "C", "O", "C", "C", "C", "C", "C", "C", "N", "C", "N", "C", "N", "C", "H", "H", "H", "H", "H", "H", "H", "H", "H", "H", "H", "H", "H", "H", "H", "H"],
  "xyz": [[1.246, 1.836, 1.250], [5.836, 0.929, 2.448], [5.499, 2.181, 2.701], [5.951, 2.557, 3.866], [5.937, 2.964, 1.746], [3.605, 2.259, 2.637], [3.288, 1.876, 1.233], [2.939, 1.353, 3.512], [3.231, 3.785, 2.813], [1.711, 4.164, 2.580], [0.781, 3.463, 3.405], [1.384, 3.872, 1.158], [1.643, 6.054, 2.693], [2.458, 6.503, 1.771], [0.404, 6.413, 2.422], [2.002, 6.462, 3.878], [-4.227, 1.040, 0.666], [-2.892, 1.572, 0.834], [-1.746, 0.975, 1.153], [-0.756, 1.880, 1.097], [-1.395, 3.042, 0.746], [-2.666, 2.852, 0.585], [-4.436, 0.494, -0.735], [-5.441, 1.015, -1.563], [-5.602, 0.511, -2.861], [-4.818, -0.517, -3.332], [-3.740, -1.008, -2.538], [-3.618, -0.517, -1.200], [-2.796, -1.922, -2.996], [-2.677, -2.565, -4.189], [-1.663, -3.274, -4.195], [-1.000, -3.168, -3.014], [-1.710, -2.287, -2.214], [0.210, -3.718, -2.598], [0.956, -4.641, -3.390], [2.212, -5.033, -2.981], [2.744, -4.592, -1.766], [1.992, -3.749, -0.926], [2.598, -3.338, 0.396], [2.026, -2.146, 0.968], [2.008, -0.906, 0.482], [1.341, -0.127, 1.345], [0.999, -0.966, 2.371], [1.393, -2.180, 2.134], [0.735, -3.336, -1.325], [-4.924, 1.862, 0.854], [-4.403, 0.248, 1.401], [-1.645, -0.055, 1.433], [-0.908, 3.991, 0.613], [-6.089, 1.798, -1.206], [-6.342, 0.962, -3.507], [-5.007, -0.982, -4.292], [-2.894, -0.982, -0.550], [0.513, -5.026, -4.297], [2.808, -5.675, -3.611], [3.737, -4.891, -1.470], [3.679, -3.200, 0.274], [2.447, -4.140, 1.134], [2.455, -0.579, -0.439], [0.513, -0.658, 3.278], [0.115, -2.732, -0.679]],
  "forces_ev_per_angstrom": [[-0.27, -0.66, -1.36], [-0.23, -0.08, 0.07], [-0.19, 0.18, -0.18], [-0.26, 0.01, 0.11], [0.09, 0.19, -0.15], [-0.77, 1.08, 0.76], [0.43, -0.45, -1.31], [0.77, -0.41, 1.09], [0.25, 0.20, 0.47], [1.16, -0.71, 1.02], [-0.49, 0.91, 1.10], [-0.58, 0.66, -1.37], [0.24, -0.15, -0.17], [0.18, 0.11, -0.17], [-0.11, -0.24, 0.05], [-0.02, -0.24, 0.14], [-0.45, -0.26, 0.08], [0.63, -0.37, 0.35], [0.90, 0.24, 0.09], [-0.92, -0.03, -0.11], [0.02, -0.45, 0.07], [-0.80, 1.37, -0.54], [0.83, -0.58, 0.39], [0.45, -0.46, -0.68], [-0.07, -0.05, -0.41], [-0.26, 0.05, -0.49], [0.35, -0.63, 0.29], [-0.37, 0.58, 0.35], [0.76, 0.75, 2.43], [-1.51, 0.28, -1.70], [0.66, -1.48, -1.78], [0.50, 1.05, 2.47], [-0.23, -0.36, -0.79], [-0.66, 0.16, 0.22], [0.19, -0.17, -0.39], [-0.13, -0.09, -0.30], [-0.62, 0.20, -0.48], [-0.92, 0.62, 0.20], [0.42, -0.51, 0.13], [-0.09, 0.74, -0.53], [-0.35, 0.58, 0.35], [0.44, -1.12, -0.47], [0.22, 0.26, -0.39], [-0.43, -1.04, 1.10], [0.69, -0.18, 0.44], [0.19, -0.18, 0.10], [0.05, 0.19, -0.02], [0.03, -0.19, 0.09], [0.08, 0.02, 0.02], [-0.13, 0.19, 0.07], [-0.16, -0.20, 0.01], [0.05, 0.25, -0.16], [0.18, 0.14, 0.07], [0.12, 0.05, -0.21], [-0.07, -0.15, -0.04], [0.19, -0.13, 0.02], [-0.19, -0.03, 0.06], [0.09, 0.25, -0.12], [0.11, 0.05, -0.07], [-0.09, 0.07, 0.09], [0.12, 0.18, 0.09]],
  "nbo_charge": [0.934, -0.287, 0.830, -0.258, -0.272, 2.162, -0.928, -0.900, -1.168, 2.154, -0.897, -0.933, 0.832, -0.271, -0.282, -0.258, -0.267, -0.150, 0.202, -0.485, 0.188, -0.230, 0.046, 0.025, -0.210, -0.029, -0.115, -0.091, 0.577, -0.066, -0.071, 0.559, -0.419, -0.042, -0.030, -0.218, 0.049, -0.036, -0.260, -0.157, 0.214, -0.484, 0.170, -0.221, -0.117, 0.276, 0.258, 0.225, 0.266, 0.267, 0.283, 0.276, 0.232, 0.273, 0.283, 0.264, 0.258, 0.294, 0.253, 0.259, 0.242],
  "homo_lumo_gap_ev": 3.039,
  "charge": 3,
  "relative_energy_kcal_mol": 28.37,
  "lumo_ev": -13.8
}